ORCA calculation (ωB97M-V/def2-TZVPD) on a structure of composition C36H30N3O2SSbV.

Values from the calculation:
* energy relative to the best compared isomer or geometry (same formula, charge and spin): 115.62 kJ/mol
* LUMO level (alpha / beta): -6.422 / -6.594 eV
* multiplicity: 4
* net charge: +2
* frontier orbital gap (alpha / beta): 6.557 / 7.458 eV

Geometry (Å):
V -0.25 -2.01 0.24
O 5.76 -3.42 -4.43
C 4.52 -2.91 -4.33
O 4.00 -2.36 -5.26
C 3.82 -3.02 -3.00
C 4.48 -2.82 -1.80
C 3.77 -2.76 -0.60
C 2.40 -2.92 -0.62
C 1.75 -3.14 -1.82
C 2.44 -3.18 -3.01
N 1.57 -2.72 0.54
C 1.91 -2.96 1.75
C 0.90 -2.59 2.76
C 1.03 -2.83 4.11
C 0.00 -2.45 4.96
C -1.11 -1.82 4.44
C -1.18 -1.61 3.08
N -0.21 -1.99 2.23
H 6.01 -3.90 -3.63
H 5.55 -2.66 -1.77
H 4.29 -2.55 0.32
H 0.67 -3.28 -1.85
H 1.94 -3.32 -3.96
H 2.85 -3.43 2.02
H 1.92 -3.31 4.48
H 0.08 -2.65 6.02
H -1.93 -1.51 5.08
H -2.04 -1.12 2.63
S 0.53 -0.06 -0.67
Sb -0.29 2.07 -0.18
C 1.40 3.23 -0.45
C 1.41 4.20 -1.45
C 2.59 4.90 -1.70
C 3.73 4.61 -0.96
C 3.70 3.65 0.04
C 2.54 2.95 0.30
C -0.96 2.09 1.77
C -2.01 2.91 2.20
C -2.34 2.94 3.55
C -1.62 2.17 4.46
C -0.57 1.37 4.03
C -0.24 1.32 2.68
C -1.68 2.50 -1.65
C -1.28 2.21 -2.95
C -2.13 2.53 -4.01
C -3.36 3.12 -3.75
C -3.75 3.40 -2.45
C -2.92 3.09 -1.39
H 0.52 4.43 -2.03
H 2.62 5.65 -2.47
H 4.65 5.15 -1.16
H 4.60 3.43 0.62
H 2.52 2.19 1.08
H -2.55 3.54 1.51
H -3.15 3.57 3.89
H -1.88 2.21 5.51
H 0.00 0.79 4.75
H 0.57 0.68 2.35
H -0.32 1.75 -3.15
H -1.83 2.31 -5.02
H -4.01 3.37 -4.58
H -4.71 3.87 -2.26
H -3.24 3.31 -0.38
C -4.90 -2.65 -0.61
C -3.99 -3.65 -0.30
C -2.68 -3.29 -0.08
N -2.25 -2.01 -0.15
C -3.14 -1.05 -0.47
C -4.47 -1.34 -0.70
H -5.94 -2.90 -0.79
H -4.28 -4.69 -0.23
H -1.94 -4.05 0.18
H -2.75 -0.05 -0.54
H -5.15 -0.54 -0.96